C6H14N2O2 | ωB97M-V/def2-TZVPD

Each line ends with the Löwdin charge.
CARTESIAN COORDINATES (ANGSTROEM)
C (1.140, -1.756, 2.314)  -0.100
N (-0.199, -1.334, 2.589)  -0.028
C (-0.534, -0.072, 2.291)  -0.556
C (-1.753, 0.756, 2.796)  0.004
O (0.251, 0.429, 1.505)  -0.001
H (1.339, -2.676, 2.960)  0.110
H (1.329, -1.998, 1.231)  0.092
H (1.757, -0.877, 2.421)  0.076
H (-0.858, -1.931, 3.170)  0.169
H (-2.118, 1.222, 1.868)  0.078
H (-2.694, 0.208, 3.137)  0.087
H (-1.360, 1.312, 3.670)  0.089
C (0.593, -1.208, -2.723)  -0.134
N (0.701, 0.022, -2.081)  -0.022
C (0.400, 1.090, -2.889)  -0.521
C (-0.136, 2.350, -2.232)  -0.001
O (0.672, 1.113, -4.106)  0.020
H (0.174, -1.369, -3.650)  0.040
H (1.716, -1.364, -3.096)  0.126
H (0.151, -1.911, -1.896)  0.122
H (0.388, 0.110, -1.105)  0.120
H (-0.228, 2.391, -1.111)  0.086
H (0.498, 3.086, -2.486)  0.029
H (-1.227, 2.407, -2.578)  0.116

The largest force on an atom is 6.2 eV/A. The net charge is 0. As for the LUMO energy: 0.5 eV. Its SMILES is CNC(C)=O.CNC(C)=O. As for the energy above the lowest of the compared OMol25 structures with the same formula, charge and spin: 63.07 kcal/mol. The HOMO energy comes out at -9.2 eV. Its HOMO-LUMO gap is 9.71 eV. Its calculated total energy is -496.9570 Ha. The spin multiplicity is 1.

C6H14N2O2 | ωB97M-V/def2-TZVPD

Each line ends with the Löwdin charge.
CARTESIAN COORDINATES (ANGSTROEM)
C (-0.471, 2.169, -1.853)  -0.085
N (-1.191, 0.903, -1.827)  -0.003
C (-0.416, -0.236, -1.693)  -0.541
C (-1.223, -1.522, -1.776)  0.008
O (0.795, -0.181, -1.682)  0.038
H (-1.153, 2.994, -1.631)  0.078
H (0.299, 2.143, -1.100)  0.073
H (-0.121, 2.422, -2.858)  0.085
H (-2.075, 0.833, -2.295)  0.125
H (-1.078, -1.775, -2.831)  0.092
H (-0.804, -2.288, -1.128)  0.080
H (-2.256, -1.350, -1.524)  0.072
C (-0.146, 0.958, 2.830)  -0.074
N (0.906, 0.278, 2.074)  -0.001
C (0.715, -0.979, 1.576)  -0.557
C (1.909, -1.673, 0.933)  0.004
O (-0.348, -1.561, 1.701)  0.031
H (0.305, 1.524, 3.642)  0.075
H (-0.628, 1.687, 2.171)  0.079
H (-0.858, 0.257, 3.222)  0.075
H (1.452, 0.945, 1.552)  0.129
H (1.772, -2.693, 1.288)  0.084
H (1.799, -1.605, -0.145)  0.059
H (2.816, -1.252, 1.354)  0.074

The largest force on an atom is 1.5 eV/A. The net charge is 0. As for the LUMO energy: 0.8 eV. Its SMILES is CNC(C)=O.CNC(C)=O. As for the energy above the lowest of the compared OMol25 structures with the same formula, charge and spin: 18.98 kcal/mol. The HOMO energy comes out at -9.3 eV. Its HOMO-LUMO gap is 10.13 eV. Its calculated total energy is -497.0273 Ha. The spin multiplicity is 1.

C6H14N2O2 | ωB97M-V/def2-TZVPD

Each line ends with the Löwdin charge.
CARTESIAN COORDINATES (ANGSTROEM)
C (1.189, -0.989, 2.399)  0.014
C (-1.260, -2.671, 0.079)  -0.071
C (-0.065, -1.123, 1.511)  -0.529
O (-0.755, -0.174, 1.183)  0.018
N (-0.191, -2.375, 1.003)  0.013
H (1.283, -1.967, 2.868)  0.080
H (0.071, -3.197, 1.541)  0.149
H (-1.254, -3.630, -0.420)  0.090
H (2.011, -0.750, 1.715)  0.086
H (1.192, -0.166, 3.094)  0.077
H (-2.242, -2.637, 0.584)  0.102
H (-1.377, -1.881, -0.665)  0.056
C (1.367, 2.887, -0.315)  0.024
C (-1.242, 0.692, -2.148)  0.056
C (-0.017, 1.600, -1.988)  -0.389
O (0.815, 1.847, -2.837)  0.227
N (0.192, 2.172, -0.741)  0.192
H (-0.321, 1.782, 0.066)  0.152
H (1.974, 2.233, 0.323)  0.131
H (-1.775, 1.010, -3.035)  0.106
H (2.013, 3.174, -1.140)  0.111
H (1.050, 3.729, 0.297)  0.128
H (-0.875, -0.334, -2.170)  0.093
H (-1.784, 0.771, -1.205)  0.083

The largest force on an atom is 2.2 eV/A. The net charge is +1. As for the LUMO energy (spin up / spin down): -3.2 / -8.6 eV. As for the energy above the lowest of the compared OMol25 structures with the same formula, charge and spin: 18.70 kcal/mol. The HOMO energy (spin up / spin down) comes out at -13.3 / -13.3 eV. Its HOMO-LUMO gap (spin up / spin down) is 10.11 / 4.71 eV. Its calculated total energy is -496.7020 Ha. The spin multiplicity is 2.

C6H14N2O2 | ωB97M-V/def2-TZVPD

Each line ends with the Löwdin charge.
CARTESIAN COORDINATES (ANGSTROEM)
C (0.218, 2.761, -1.095)  0.015
C (-0.978, 1.033, 2.094)  0.036
C (-0.994, 1.994, 0.963)  -0.408
O (-1.863, 2.794, 0.707)  0.211
N (0.019, 1.863, -0.017)  0.212
H (0.552, 0.989, 0.002)  0.159
H (0.363, 2.215, -2.016)  0.107
H (-0.076, 0.478, 2.228)  0.082
H (-0.609, 3.456, -1.233)  0.119
H (1.116, 3.366, -0.895)  0.147
H (-1.367, 1.573, 2.952)  0.112
H (-1.775, 0.320, 1.832)  0.121
C (0.251, -1.266, -2.180)  0.017
C (1.706, -2.911, 0.848)  -0.062
C (0.323, -1.770, -0.765)  -0.553
O (-0.415, -1.404, 0.137)  0.032
N (1.303, -2.679, -0.534)  0.025
H (1.022, -1.618, -2.865)  0.088
H (2.074, -2.727, -1.179)  0.133
H (1.017, -3.561, 1.361)  0.086
H (-0.691, -1.438, -2.664)  0.090
H (0.406, -0.179, -2.142)  0.058
H (2.668, -3.423, 0.871)  0.094
H (1.731, -2.004, 1.440)  0.076

The largest force on an atom is 1.5 eV/A. The net charge is +1. As for the LUMO energy (spin up / spin down): -3.2 / -8.5 eV. As for the energy above the lowest of the compared OMol25 structures with the same formula, charge and spin: 17.71 kcal/mol. The HOMO energy (spin up / spin down) comes out at -13.4 / -13.4 eV. Its HOMO-LUMO gap (spin up / spin down) is 10.15 / 4.84 eV. Its calculated total energy is -496.7035 Ha. The spin multiplicity is 2.

C6H14N2Si | ωB97M-V/def2-TZVPD

Each line ends with the Löwdin charge.
CARTESIAN COORDINATES (ANGSTROEM)
C (-8.371, -0.541, -0.900)  -0.106
C (-9.266, 1.317, 0.293)  0.151
C (-9.180, -1.016, 0.359)  -0.085
C (7.383, 1.707, -0.944)  -0.178
C (8.337, -1.310, -0.207)  -0.186
C (5.476, -0.263, 0.839)  -0.170
N (-9.695, 0.247, 0.817)  0.023
N (-8.208, 0.723, -1.037)  0.162
Si (7.152, 0.091, 0.047)  0.990
H (-7.825, -1.339, -1.367)  0.124
H (-9.524, 2.405, 0.287)  0.166
H (-10.102, -1.601, 0.244)  0.147
H (-8.617, -1.682, 1.048)  0.159
H (8.206, 2.479, -0.713)  0.082
H (7.483, 1.541, -2.037)  0.053
H (6.350, 2.219, -0.913)  0.063
H (8.105, -2.118, -0.849)  0.029
H (9.419, -0.911, -0.452)  0.101
H (8.321, -1.816, 0.802)  0.062
H (5.280, 0.425, 1.670)  0.048
H (4.758, 0.223, 0.174)  0.041
H (4.936, -1.162, 1.183)  0.066
H (-10.418, 0.382, 1.656)  0.259

The largest force on an atom is 5.8 eV/A. The net charge is +2. As for the LUMO energy: -6.8 eV. As for the energy above the lowest of the compared OMol25 structures with the same formula, charge and spin: 36.42 kcal/mol. The HOMO energy comes out at -16.9 eV. Its HOMO-LUMO gap is 10.15 eV. Its calculated total energy is -635.3191 Ha. The spin multiplicity is 1.

C6H14N3 | ωB97M-V/def2-TZVPD

Each line ends with the Löwdin charge.
CARTESIAN COORDINATES (ANGSTROEM)
C (-1.292, -1.526, 0.189)  -0.150
C (0.003, -1.370, 0.946)  -0.110
C (-1.761, -0.398, -0.769)  -0.086
C (-0.491, 1.602, 0.048)  -0.101
C (1.078, -0.828, 0.149)  -0.178
C (2.696, 1.079, 0.254)  -0.041
N (1.680, -0.797, -1.048)  0.178
N (2.387, -0.363, 0.179)  0.003
N (-1.817, 1.014, -0.065)  -0.058
H (-1.298, -2.267, -0.505)  0.091
H (-2.083, -1.774, 0.800)  0.100
H (-0.154, -0.725, 1.840)  0.148
H (0.275, -2.285, 1.385)  0.122
H (-1.310, -0.439, -1.822)  0.161
H (-2.807, -0.581, -0.903)  0.106
H (-0.495, 2.348, 0.854)  0.059
H (0.060, 1.785, -0.869)  0.048
H (1.748, 1.570, 0.401)  0.016
H (3.375, 1.317, 1.048)  0.079
H (2.983, 1.504, -0.801)  0.137
H (1.990, -1.487, -1.643)  0.112
H (-2.502, 1.672, -0.541)  0.183
H (-2.262, 0.948, 0.873)  0.179

The largest force on an atom is 3.5 eV/A. The net charge is +1. As for the LUMO energy (spin up / spin down): -3.8 / -4.2 eV. As for the energy above the lowest of the compared OMol25 structures with the same formula, charge and spin: 167.50 kcal/mol. The HOMO energy (spin up / spin down) comes out at -11.3 / -10.7 eV. Its HOMO-LUMO gap (spin up / spin down) is 7.59 / 6.46 eV. Its calculated total energy is -400.7834 Ha. The spin multiplicity is 1.

C6H14N3 | ωB97M-V/def2-TZVPD

Each line ends with the Löwdin charge.
CARTESIAN COORDINATES (ANGSTROEM)
C (-2.769, -1.830, 0.058)  0.127
C (-2.907, -0.627, 0.114)  -0.113
C (0.527, -1.305, 0.934)  -0.015
C (1.772, 0.508, 0.293)  -0.078
C (0.729, -0.835, -1.425)  0.002
C (-2.740, 0.734, 0.065)  -0.205
N (-1.446, 2.602, 0.087)  0.128
N (-1.563, 1.260, -0.002)  -0.114
N (0.685, -0.249, -0.069)  -0.352
H (-2.962, -2.890, 0.310)  0.075
H (-0.211, -2.055, 0.865)  0.080
H (1.460, -1.811, 0.829)  0.102
H (0.428, -0.830, 1.871)  0.099
H (2.714, -0.032, -0.034)  0.132
H (1.787, 1.501, -0.318)  0.145
H (1.778, 0.500, 1.417)  0.124
H (1.205, -0.115, -2.234)  0.149
H (1.384, -1.724, -1.269)  0.114
H (-3.576, 1.459, -0.025)  0.125
H (-2.317, 3.118, -0.089)  0.119
H (-0.515, 3.081, -0.110)  0.157
H (-0.216, 0.363, -0.031)  0.097
H (-0.326, -1.024, -1.711)  0.103

The largest force on an atom is 8.9 eV/A. The net charge is +1. As for the LUMO energy (spin up / spin down): -2.7 / -6.0 eV. As for the energy above the lowest of the compared OMol25 structures with the same formula, charge and spin: 67.29 kcal/mol. The HOMO energy (spin up / spin down) comes out at -9.9 / -14.2 eV. Its HOMO-LUMO gap (spin up / spin down) is 7.19 / 8.20 eV. Its calculated total energy is -400.7884 Ha. The spin multiplicity is 3.

C6H14N4P2 | ωB97M-V/def2-TZVPD

Each line ends with the Löwdin charge.
CARTESIAN COORDINATES (ANGSTROEM)
C (1.023, 1.767, 1.133)  -0.275
C (1.644, 0.820, 0.222)  -0.747
C (1.412, -2.313, 0.369)  -0.111
C (0.113, -2.399, -1.679)  -0.191
C (-2.215, 2.054, -1.103)  -0.162
C (-2.649, 0.211, 0.512)  -0.216
N (1.814, 2.248, 2.065)  -0.035
N (3.104, 1.886, 1.765)  -0.378
N (0.652, -1.564, -0.648)  -0.535
N (-1.730, 1.154, 0.014)  -0.193
P (3.373, 0.813, 0.582)  0.898
P (0.698, 0.019, -1.008)  0.923
H (-0.047, 1.803, 1.151)  0.053
H (1.708, -1.699, 1.318)  0.101
H (0.739, -3.031, 0.682)  0.044
H (2.272, -2.764, -0.068)  0.067
H (0.880, -3.081, -2.141)  0.101
H (-0.578, -3.101, -1.219)  0.070
H (-0.569, -1.719, -2.230)  0.061
H (-3.095, 1.714, -1.713)  0.072
H (-2.406, 2.985, -0.544)  0.067
H (-1.251, 2.262, -1.701)  0.063
H (-3.726, 0.365, 0.363)  0.072
H (-2.638, -0.751, -0.102)  0.089
H (-2.327, 0.099, 1.518)  0.056
H (3.801, 2.223, 2.463)  0.107

The largest force on an atom is 3.2 eV/A. The net charge is 0. As for the LUMO energy (spin up / spin down): 0.2 / 0.3 eV. As for the energy above the lowest of the compared OMol25 structures with the same formula, charge and spin: 38.62 kcal/mol. The HOMO energy (spin up / spin down) comes out at -5.9 / -8.2 eV. Its HOMO-LUMO gap (spin up / spin down) is 6.15 / 8.44 eV. Its calculated total energy is -1138.5747 Ha. The spin multiplicity is 1.

C6H14NO | ωB97M-V/def2-TZVPD

Each line ends with the Löwdin charge.
CARTESIAN COORDINATES (ANGSTROEM)
C (0.630, -3.068, -1.837)  -0.085
C (-0.234, -2.001, -1.018)  -0.224
N (0.566, -0.741, -1.125)  -0.063
C (-0.082, 0.305, -0.395)  -0.287
C (0.324, 0.634, 1.078)  -0.204
C (-0.447, 1.694, 1.813)  -0.237
C (-0.551, 3.111, 1.055)  -0.544
O (-0.674, 2.735, -0.165)  -0.330
H (1.530, -2.693, -2.278)  0.053
H (0.136, -3.567, -2.582)  0.021
H (1.128, -3.699, -1.186)  0.025
H (-0.510, -2.270, -0.031)  0.072
H (-1.267, -1.970, -1.502)  0.116
H (1.402, -0.800, -0.747)  0.028
H (-1.173, 0.263, -0.470)  0.114
H (0.052, 1.222, -0.919)  0.068
H (1.373, 0.743, 1.122)  0.071
H (0.237, -0.421, 1.629)  0.118
H (-0.114, 1.876, 2.845)  0.069
H (-1.533, 1.442, 1.937)  0.095
H (0.500, 3.543, 1.214)  0.078
H (-1.294, 3.661, 1.564)  0.046

The largest force on an atom is 6.7 eV/A. The net charge is -1. As for the LUMO energy: 3.6 eV. Its SMILES is CCNCCCC[O-]. As for the energy above the lowest of the compared OMol25 structures with the same formula, charge and spin: 69.22 kcal/mol. The HOMO energy comes out at -2.0 eV. Its HOMO-LUMO gap is 5.56 eV. Its calculated total energy is -366.8913 Ha. The spin multiplicity is 1.

C6H14NO | ωB97M-V/def2-TZVPD

Each line ends with the Löwdin charge.
CARTESIAN COORDINATES (ANGSTROEM)
C (-0.700, 1.448, 2.345)  -0.593
O (-1.138, 2.327, 3.240)  -0.365
C (-0.406, 0.029, 2.918)  -0.302
N (-0.252, -0.987, 1.855)  -0.040
H (-1.437, 1.240, 1.509)  0.070
H (0.253, 1.747, 1.820)  0.075
H (0.513, 0.080, 3.511)  0.087
H (-1.238, -0.205, 3.593)  0.085
H (-0.465, -1.910, 2.212)  0.035
H (-0.938, -0.794, 1.132)  0.024
C (0.804, 0.553, -0.900)  -0.086
C (0.265, -0.287, -2.019)  -0.430
C (-0.978, -0.740, -2.059)  0.014
C (1.258, -0.661, -3.093)  -0.087
H (1.370, -0.075, -0.212)  0.076
H (0.016, 1.046, -0.337)  0.050
H (1.524, 1.290, -1.268)  0.074
H (-1.292, -1.396, -2.868)  0.047
H (-1.738, -0.487, -1.328)  0.054
H (0.802, -1.252, -3.884)  0.063
H (2.088, -1.213, -2.642)  0.077
H (1.689, 0.246, -3.523)  0.071

The largest force on an atom is 0.6 eV/A. The net charge is -1. As for the LUMO energy: 3.3 eV. As for the energy above the lowest of the compared OMol25 structures with the same formula, charge and spin: 26.95 kcal/mol. The HOMO energy comes out at -2.3 eV. Its HOMO-LUMO gap is 5.56 eV. Its calculated total energy is -366.9587 Ha. The spin multiplicity is 1.

Which of these has the highest energy above the lowest of the compared OMol25 structures with the same formula, charge and spin?
number 6